(1)
{"formula": "C66H93Br2Cl3GeN4O2P2RbSSi", "method": "the ωB97M-V functional and the def2-TZVPD basis", "elements": ["Rb", "C", "Si", "C", "C", "C", "C", "C", "C", "P", "C", "C", "C", "C", "C", "C", "C", "C", "C", "C", "C", "C", "C", "C", "C", "C", "C", "C", "P", "C", "C", "C", "C", "C", "C", "C", "C", "C", "C", "C", "C", "H", "H", "H", "H", "H", "H", "H", "H", "H", "H", "H", "H", "H", "H", "H", "H", "H", "H", "H", "H", "H", "H", "H", "H", "H", "H", "H", "H", "H", "H", "H", "H", "H", "H", "H", "H", "H", "H", "H", "H", "H", "H", "H", "H", "H", "H", "H", "H", "H", "H", "H", "H", "H", "H", "H", "C", "C", "C", "C", "C", "C", "C", "Br", "C", "O", "C", "C", "C", "C", "C", "C", "H", "H", "H", "H", "H", "H", "H", "H", "H", "H", "H", "H", "H", "H", "H", "H", "H", "H", "H", "H", "C", "C", "C", "S", "O", "C", "C", "C", "H", "H", "H", "H", "H", "H", "H", "H", "H", "H", "H", "H", "H", "H", "Cl", "Ge", "Cl", "Cl", "N", "C", "C", "C", "N", "C", "N", "Br", "C", "C", "C", "N", "C", "C", "H", "H", "H", "H"], "xyz": [[0.610, 2.467, 1.470], [-2.614, 2.520, 0.267], [-3.199, 0.742, 0.331], [-4.155, 0.574, -1.312], [-5.082, 1.536, -1.733], [-5.506, 1.604, -3.049], [-4.976, 0.728, -3.990], [-4.063, -0.235, -3.594], [-3.672, -0.346, -2.254], [-2.513, -1.616, -1.607], [-0.852, -1.187, -2.327], [-0.702, -0.423, -3.643], [-0.680, -1.287, -4.896], [0.376, -2.378, -4.771], [0.136, -3.229, -3.527], [0.139, -2.365, -2.270], [-3.186, -3.235, -2.244], [-3.710, -3.429, -3.669], [-4.146, -4.874, -3.912], [-5.223, -5.293, -2.916], [-4.738, -5.093, -1.484], [-4.272, -3.661, -1.244], [-4.257, 0.560, 1.875], [-5.612, 0.879, 1.925], [-6.256, 1.078, 3.138], [-5.540, 0.965, 4.318], [-4.203, 0.588, 4.292], [-3.559, 0.352, 3.081], [-1.824, -0.192, 2.827], [-2.082, -1.969, 2.381], [-2.686, -2.910, 3.422], [-2.983, -4.266, 2.783], [-1.737, -4.878, 2.100], [-0.509, -3.979, 2.235], [-0.804, -2.566, 1.746], [-0.952, -0.137, 4.464], [-1.602, -0.763, 5.732], [-0.641, -1.663, 6.506], [0.660, -0.924, 6.810], [1.325, -0.393, 5.521], [0.481, -0.660, 4.277], [-3.392, 3.166, -0.150], [-1.748, 2.606, -0.391], [-2.359, 2.901, 1.256], [-5.452, 2.271, -1.025], [-6.221, 2.361, -3.351], [-5.265, 0.806, -5.031], [-3.627, -0.888, -4.337], [-0.535, -0.481, -1.547], [0.260, 0.093, -3.574], [-1.456, 0.361, -3.721], [-0.466, -0.652, -5.762], [-1.662, -1.738, -5.082], [1.356, -1.896, -4.685], [0.402, -3.003, -5.669], [0.908, -4.001, -3.439], [-0.815, -3.757, -3.630], [1.139, -1.936, -2.161], [-0.027, -2.976, -1.378], [-2.335, -3.918, -2.091], [-2.959, -3.139, -4.405], [-4.573, -2.774, -3.822], [-3.276, -5.533, -3.804], [-4.502, -4.993, -4.939], [-5.525, -6.330, -3.082], [-6.114, -4.675, -3.079], [-3.900, -5.775, -1.292], [-5.523, -5.357, -0.770], [-3.894, -3.552, -0.223], [-5.124, -2.975, -1.331], [-6.163, 1.030, 1.002], [-7.298, 1.372, 3.159], [-6.017, 1.181, 5.266], [-3.668, 0.508, 5.226], [-2.822, -1.877, 1.574], [-3.605, -2.478, 3.829], [-2.003, -3.038, 4.266], [-3.777, -4.123, 2.044], [-3.388, -4.955, 3.530], [-1.937, -5.033, 1.034], [-1.522, -5.866, 2.515], [0.328, -4.396, 1.667], [-0.180, -3.955, 3.280], [-0.952, -2.582, 0.666], [0.066, -1.929, 1.902], [-0.861, 0.942, 4.617], [-2.510, -1.314, 5.492], [-1.909, 0.048, 6.400], [-0.427, -2.571, 5.933], [-1.118, -1.996, 7.433], [1.345, -1.578, 7.355], [0.432, -0.092, 7.483], [2.313, -0.841, 5.387], [1.494, 0.684, 5.582], [0.470, -1.732, 4.055], [0.955, -0.173, 3.423], [4.835, -2.801, -4.602], [5.293, -2.168, -3.281], [5.472, -3.292, -2.260], [6.661, -1.506, -3.505], [4.291, -1.119, -2.802], [3.706, -1.138, -1.547], [2.876, -0.104, -1.150], [2.082, -0.219, 0.584], [2.533, 1.043, -1.924], [1.805, 1.979, -1.485], [3.145, 1.026, -3.248], [3.969, -0.019, -3.616], [2.908, 2.216, -4.184], [3.382, 3.510, -3.507], [1.414, 2.348, -4.510], [3.661, 2.081, -5.510], [5.564, -3.542, -4.946], [4.721, -2.051, -5.386], [3.873, -3.300, -4.477], [6.183, -4.029, -2.642], [4.528, -3.805, -2.061], [5.858, -2.915, -1.311], [7.397, -2.236, -3.857], [7.027, -1.063, -2.576], [6.592, -0.708, -4.247], [3.891, -1.943, -0.847], [4.429, 0.022, -4.597], [2.728, 3.763, -2.675], [3.372, 4.338, -4.223], [4.398, 3.403, -3.119], [0.830, 2.327, -3.593], [1.088, 1.537, -5.171], [1.223, 3.296, -5.025], [4.745, 2.074, -5.367], [3.414, 2.938, -6.141], [3.379, 1.176, -6.055], [4.674, 3.867, 6.611], [4.043, 3.023, 5.511], [4.165, 3.710, 4.161], [3.439, 2.764, 2.804], [2.362, 1.908, 3.435], [4.791, 1.660, 2.323], [4.927, 0.399, 3.161], [5.660, -0.691, 2.386], [4.553, 3.397, 7.588], [4.209, 4.854, 6.659], [5.743, 4.015, 6.439], [2.986, 2.853, 5.722], [4.504, 2.034, 5.476], [5.197, 3.932, 3.884], [3.626, 4.660, 4.147], [5.695, 2.273, 2.299], [4.550, 1.403, 1.288], [3.926, 0.060, 3.437], [5.453, 0.621, 4.093], [5.106, -0.945, 1.480], [5.770, -1.600, 2.980], [6.658, -0.364, 2.086], [2.974, 6.795, -1.119], [3.145, 4.803, -0.003], [4.970, 5.449, 1.315], [1.418, 5.313, 1.533], [-1.454, 2.982, 3.486], [-2.080, 3.681, 4.168], [-2.879, 4.509, 4.968], [-4.238, 4.683, 4.638], [-5.356, 4.829, 4.374], [-2.358, 5.049, 6.161], [-1.937, 5.492, 7.144], [-1.897, 6.171, -5.989], [-1.461, 5.222, -4.404], [-0.527, 5.737, -3.527], [-0.241, 4.993, -2.387], [-0.810, 3.825, -2.113], [-1.716, 3.364, -2.967], [-2.083, 4.017, -4.134], [-0.023, 6.675, -3.711], [0.499, 5.359, -1.683], [-2.185, 2.416, -2.717], [-2.823, 3.593, -4.799]], "gap_ev": [5.547, 6.030], "relative_energy_kj_mol": 116.8, "e_tot_ha": -12940.51891, "charge": -2, "spin_multiplicity": 2, "e_homo_ha": [-0.083, -0.101]}

(2)
{"formula": "C67H138F15N8O13S5", "method": "the ωB97M-V functional and the def2-TZVPD basis", "elements": ["C", "C", "C", "C", "N", "C", "C", "C", "C", "C", "H", "H", "H", "H", "H", "H", "H", "H", "H", "H", "H", "H", "H", "H", "H", "H", "H", "H", "H", "H", "C", "C", "C", "C", "N", "C", "C", "C", "C", "C", "H", "H", "H", "H", "H", "H", "H", "H", "H", "H", "H", "H", "H", "H", "H", "H", "H", "H", "H", "H", "C", "C", "C", "C", "N", "C", "C", "C", "C", "C", "H", "H", "H", "H", "H", "H", "H", "H", "H", "H", "H", "H", "H", "H", "H", "H", "H", "H", "H", "H", "C", "C", "C", "C", "N", "C", "C", "C", "C", "C", "H", "H", "H", "H", "H", "H", "H", "H", "H", "H", "H", "H", "H", "H", "H", "H", "H", "H", "H", "H", "C", "C", "C", "C", "N", "C", "C", "C", "C", "C", "H", "H", "H", "H", "H", "H", "H", "H", "H", "H", "H", "H", "H", "H", "H", "H", "H", "H", "H", "H", "C", "C", "C", "C", "N", "C", "C", "C", "C", "C", "H", "H", "H", "H", "H", "H", "H", "H", "H", "H", "H", "H", "H", "H", "H", "H", "H", "H", "H", "H", "C", "C", "C", "N", "C", "C", "C", "C", "C", "H", "H", "H", "H", "H", "H", "H", "H", "H", "H", "H", "H", "H", "H", "H", "H", "H", "H", "C", "F", "F", "F", "S", "O", "O", "O", "C", "F", "F", "F", "S", "O", "O", "O", "C", "F", "F", "F", "S", "O", "O", "O", "C", "F", "F", "F", "S", "O", "O", "N", "S", "O", "O", "C", "F", "F", "F"], "xyz": [[5.480, 3.402, -7.035], [6.333, 2.959, -5.906], [6.450, 3.948, -4.680], [5.164, 4.207, -3.856], [5.376, 5.042, -2.622], [6.429, 4.450, -1.621], [6.099, 4.976, -0.237], [4.624, 5.374, -0.325], [4.183, 5.173, -1.699], [5.918, 6.486, -3.012], [5.912, 4.284, -7.507], [4.444, 3.617, -6.771], [5.420, 2.591, -7.762], [7.308, 2.818, -6.371], [5.961, 1.989, -5.576], [6.852, 4.913, -4.988], [7.134, 3.389, -4.041], [4.865, 3.244, -3.442], [4.347, 4.648, -4.426], [7.444, 4.669, -1.951], [6.167, 3.393, -1.662], [6.678, 5.877, -0.035], [6.418, 4.326, 0.578], [4.304, 6.351, 0.036], [3.959, 4.772, 0.294], [3.671, 6.053, -2.089], [3.478, 4.346, -1.779], [5.157, 6.968, -3.626], [6.847, 6.379, -3.572], [6.076, 7.164, -2.174], [-8.271, 3.426, -4.338], [-7.862, 3.142, -2.845], [-6.768, 2.042, -2.563], [-7.212, 0.601, -2.806], [-6.208, -0.523, -2.442], [-4.893, -0.608, -3.205], [-4.468, -2.041, -3.137], [-5.789, -2.793, -3.380], [-6.830, -1.947, -2.621], [-5.883, -0.456, -0.896], [-7.451, 3.913, -4.866], [-9.050, 4.188, -4.346], [-8.589, 2.526, -4.865], [-8.732, 2.887, -2.239], [-7.521, 4.059, -2.365], [-6.267, 2.029, -1.596], [-5.998, 2.432, -3.230], [-7.297, 0.523, -3.890], [-8.174, 0.351, -2.357], [-4.133, -0.012, -2.699], [-5.135, -0.160, -4.169], [-4.059, -2.283, -2.157], [-3.817, -2.467, -3.901], [-5.761, -3.862, -3.170], [-5.926, -2.696, -4.457], [-7.160, -2.261, -1.631], [-7.621, -1.731, -3.338], [-6.745, -0.474, -0.229], [-5.253, 0.429, -0.807], [-5.197, -1.299, -0.817], [0.519, -0.564, 4.256], [0.117, 0.820, 4.772], [1.242, 1.774, 4.811], [2.444, 1.547, 5.818], [3.709, 2.527, 5.734], [4.223, 2.620, 4.288], [5.027, 1.371, 4.046], [5.728, 1.211, 5.393], [4.844, 1.774, 6.520], [3.417, 3.930, 6.316], [1.316, -0.560, 3.513], [-0.418, -1.011, 3.925], [0.775, -1.136, 5.148], [-0.365, 0.677, 5.739], [-0.722, 1.228, 4.208], [0.851, 2.729, 5.162], [1.483, 1.931, 3.759], [2.885, 0.607, 5.486], [2.122, 1.488, 6.857], [4.699, 3.588, 4.130], [3.414, 2.581, 3.558], [5.681, 1.566, 3.196], [4.419, 0.482, 3.878], [6.728, 1.630, 5.505], [5.865, 0.159, 5.645], [5.390, 2.486, 7.137], [4.485, 0.981, 7.175], [2.739, 4.233, 5.518], [4.444, 4.291, 6.265], [3.077, 3.962, 7.351], [-7.966, -1.085, 9.875], [-6.728, -1.516, 9.019], [-6.385, -0.485, 7.948], [-4.935, -0.574, 7.410], [-4.733, 0.280, 6.126], [-5.720, 0.208, 4.968], [-4.956, 0.284, 3.657], [-3.465, 0.271, 4.060], [-3.469, -0.265, 5.505], [-4.628, 1.765, 6.548], [-8.593, -1.892, 10.255], [-8.686, -0.506, 9.297], [-7.716, -0.381, 10.669], [-7.058, -2.416, 8.501], [-5.822, -1.755, 9.576], [-6.609, 0.498, 8.362], [-7.171, -0.696, 7.223], [-4.780, -1.590, 7.045], [-4.181, -0.486, 8.192], [-6.580, 0.869, 5.074], [-6.168, -0.784, 4.921], [-5.220, 1.102, 2.987], [-5.197, -0.615, 3.091], [-3.175, 1.319, 4.130], [-2.903, -0.282, 3.308], [-2.645, 0.054, 6.144], [-3.511, -1.351, 5.426], [-3.970, 1.845, 7.414], [-5.582, 2.021, 7.009], [-4.366, 2.347, 5.664], [1.557, -6.022, 3.104], [0.561, -6.313, 4.256], [-0.853, -5.863, 3.995], [-1.558, -6.539, 2.857], [-2.876, -5.887, 2.391], [-3.384, -6.611, 1.110], [-3.954, -5.510, 0.215], [-3.879, -4.163, 0.917], [-2.742, -4.375, 1.964], [-3.918, -6.020, 3.498], [1.286, -6.473, 2.149], [2.555, -6.346, 3.400], [1.505, -4.952, 2.898], [1.014, -5.812, 5.112], [0.625, -7.388, 4.424], [-0.845, -4.773, 3.966], [-1.310, -6.247, 4.907], [-1.846, -7.582, 2.994], [-0.952, -6.465, 1.954], [-4.037, -7.378, 1.526], [-2.489, -7.057, 0.676], [-5.002, -5.741, 0.023], [-3.548, -5.423, -0.793], [-4.789, -3.922, 1.468], [-3.616, -3.329, 0.267], [-2.695, -3.727, 2.839], [-1.755, -4.327, 1.504], [-4.773, -5.446, 3.141], [-3.539, -5.621, 4.439], [-4.045, -7.089, 3.669], [2.202, 1.706, -6.348], [1.953, 0.379, -5.776], [3.234, -0.262, -5.162], [2.866, -1.721, -4.813], [4.143, -2.428, -4.310], [5.336, -2.419, -5.238], [6.242, -3.596, -4.764], [5.180, -4.642, -4.252], [3.743, -3.952, -4.261], [4.414, -1.933, -2.902], [3.044, 1.754, -7.039], [2.475, 2.357, -5.517], [1.408, 2.201, -6.907], [1.601, -0.169, -6.651], [1.108, 0.364, -5.088], [3.540, 0.447, -4.393], [4.033, -0.171, -5.897], [2.609, -2.176, -5.769], [2.099, -1.958, -4.075], [5.872, -1.477, -5.346], [4.861, -2.601, -6.202], [6.863, -3.235, -3.943], [6.951, -3.905, -5.532], [5.333, -4.974, -3.225], [5.096, -5.560, -4.833], [3.167, -4.014, -3.338], [3.110, -4.254, -5.095], [3.479, -2.009, -2.347], [4.772, -0.914, -3.049], [5.119, -2.609, -2.419], [0.521, 3.942, -2.403], [0.627, 2.460, -2.339], [0.495, 1.956, -0.885], [0.065, 0.399, -0.733], [1.240, -0.438, -1.293], [-1.320, 0.035, -1.352], [-1.689, -1.225, -0.553], [-0.880, -1.208, 0.801], [-0.042, 0.047, 0.816], [-0.504, 4.112, -2.073], [0.678, 4.307, -3.418], [1.255, 4.351, -1.708], [1.655, 2.213, -2.603], [-0.069, 2.055, -3.074], [-0.371, 2.350, -0.353], [1.375, 2.179, -0.283], [1.268, -1.436, -0.855], [2.190, -0.084, -0.894], [1.022, -0.548, -2.356], [-1.337, -0.174, -2.422], [-1.997, 0.867, -1.158], [-1.335, -2.070, -1.144], [-2.767, -1.254, -0.398], [-0.265, -2.105, 0.868], [-1.634, -1.142, 1.587], [0.949, -0.070, 1.254], [-0.541, 0.870, 1.328], [2.395, 6.197, -6.241], [2.281, 5.642, -5.046], [3.277, 5.441, -6.954], [1.198, 6.146, -6.741], [3.134, 7.998, -6.109], [3.450, 8.168, -4.691], [4.329, 8.014, -6.974], [2.113, 8.920, -6.613], [-3.443, 3.603, -0.644], [-2.543, 4.527, -0.802], [-4.635, 4.055, -0.569], [-3.382, 2.570, -1.533], [-3.274, 2.752, 1.099], [-3.636, 1.338, 0.909], [-1.831, 2.793, 1.496], [-4.158, 3.542, 1.956], [4.953, -0.544, 0.501], [3.925, -1.403, 0.373], [5.504, -0.639, 1.747], [5.922, -0.844, -0.381], [4.420, 1.335, 0.206], [4.200, 1.520, -1.228], [3.191, 1.467, 1.003], [5.501, 2.198, 0.672], [2.859, -5.826, -0.999], [3.788, -4.879, -1.377], [2.584, -6.666, -1.932], [3.285, -6.608, -0.005], [1.172, -4.901, -0.582], [0.220, -5.927, -0.202], [1.514, -3.996, 0.549], [0.927, -3.983, -2.055], [-0.412, -4.570, -2.556], [-0.226, -5.940, -3.113], [-1.567, -4.364, -1.628], [-0.868, -3.475, -4.116], [-0.007, -3.699, -5.119], [-2.008, -3.845, -4.583], [-0.941, -2.180, -3.748]], "gap_ev": 5.234, "e_tot_ha": -7539.64964, "charge": 3, "e_homo_ha": -0.410}

> What is the formula in the first record?

C66H93Br2Cl3GeN4O2P2RbSSi